[1]
Computed, not measured: a 2-piece molecular cluster, C9H14O overall, with ωB97M-V with the def2-TZVPD basis set.

Last column: natural (NBO) charge in e.
Element x y z (Å)
1 C -1.562406 1.078058 2.227818  -0.628
2 C -0.930587 -0.017784 1.391326  -0.032
3 C -0.404553 0.279790 0.137690  -0.198
4 C 0.109811 -0.740137 -0.654445  -0.250
5 C -0.061713 -2.044583 -0.228806  0.283
6 O 0.474898 -3.014789 -1.048264  -0.683
7 C -0.525380 -2.364549 1.040845  -0.274
8 C -1.062571 -1.333954 1.807198  -0.194
9 H -1.369534 0.885584 3.282910  0.211
10 H -2.650225 0.968864 2.196927  0.219
11 H -1.170795 2.045912 1.962384  0.215
12 H -0.289534 1.321483 -0.095117  0.213
13 H 0.473102 -0.621689 -1.653488  0.224
14 H 0.078910 -3.866390 -0.883821  0.477
15 H -0.621838 -3.404523 1.322058  0.209
16 H -1.484052 -1.510173 2.783619  0.208
17 C 1.097290 2.996823 -1.500616  -0.614
18 C 2.216082 3.564743 -2.378468  -0.611
19 H 1.429397 2.604490 -0.532204  0.202
20 H 0.315605 3.692568 -1.199112  0.203
21 H 0.631055 2.139633 -1.983671  0.201
22 H 1.763755 4.201011 -3.142551  0.205
23 H 2.658559 2.762502 -2.970187  0.207
24 H 2.936376 4.084446 -1.752337  0.208

Forces on atoms 1 to 3 (eV/Å):
C 0.08 -1.24 0.50
C -0.99 0.49 -0.08
C 0.73 -0.49 0.70

Its SMILES is Cc1ccc(O)cc1.CC. As for the charge: 0. As for the energy above the lowest of the compared OMol25 structures with the same formula, charge and spin: 11.4 kcal/mol. The gap between HOMO and LUMO is 9.30 eV.

[2]
Computed, not measured: a 2-piece molecular cluster, C3H6NO2 overall, with ωB97M-V with the def2-TZVPD basis set.

Last column: natural (NBO) charge in e.
Element x y z (Å)
1 C -0.084317 -0.800375 3.090632  -0.586
2 C 0.632147 -0.493876 2.002961  0.047
3 N 0.385046 -0.862740 0.694140  -0.843
4 H -0.965469 -1.439550 3.000476  0.170
5 H 0.114270 -0.574798 4.134936  0.184
6 H 1.399943 0.276651 2.055602  0.167
7 H -0.308450 -1.586310 0.580456  0.352
8 H 0.222174 -0.060952 0.038732  0.449
9 O -0.707733 0.940920 -1.008167  -0.807
10 C -0.504222 1.000495 -2.248243  0.635
11 O 0.279881 0.336950 -2.945924  -0.764
12 H -1.112445 1.747709 -2.820576  -0.004

Forces on atoms 1 to 3 (eV/Å):
C -0.56 -1.06 0.50
C -0.55 1.02 -0.43
N 0.49 0.01 0.48

As for the charge: -1. As for the energy above the lowest of the compared OMol25 structures with the same formula, charge and spin: 21.7 kcal/mol. The gap between HOMO and LUMO is 8.41 eV.

[3]
Computed, not measured: C22H44CuO31S7 as an isolated structure, with ωB97M-V with the def2-TZVPD basis set.

Last column: Mulliken spin population.
Element x y z (Å)
1 Cu 1.291104 1.393158 -1.724536  0.727
2 S 0.510244 0.122368 0.648654  0.002
3 O -0.534506 0.437478 1.588144  0.011
4 O 0.056554 -0.070772 -0.709506  0.144
5 O 1.386694 1.281348 0.478854  0.081
6 O 1.228504 -1.102282 1.013594  0.005
7 S 0.935414 1.697748 -4.452356  -0.063
8 O 1.278574 0.993288 -5.678136  0.487
9 O 0.161594 2.792198 -5.038646  0.511
10 O 0.211104 0.874228 -3.524806  0.072
11 O 2.076474 2.160988 -3.637696  0.049
12 C 0.151664 5.600458 -0.599786  0.000
13 C -0.975056 5.394698 -1.650476  0.000
14 C -0.422486 4.149298 -2.340406  0.000
15 O 0.251024 3.361718 -1.344786  0.002
16 C 0.336224 4.104238 -0.162576  -0.008
17 H -0.240506 6.110418 0.280134  0.000
18 H 1.048434 6.073068 -1.000466  0.000
19 H -0.914056 6.275648 -2.289456  0.000
20 H -1.911276 5.298458 -1.100626  0.000
21 H 0.323634 4.544298 -3.029876  0.000
22 H -1.256166 3.636808 -2.820426  0.003
23 H 1.286084 4.019498 0.365344  0.003
24 H -0.434086 3.872448 0.572944  0.001
25 C -1.677806 -3.272962 -3.664836  0.000
26 C -0.250156 -2.927052 -3.257176  -0.003
27 C 0.454414 -2.453152 -4.466496  0.001
28 O -0.350356 -2.953312 -5.593756  0.000
29 C -1.715746 -3.049272 -5.181716  0.000
30 H -2.308776 -2.536652 -3.167006  0.000
31 H -1.927486 -4.327432 -3.547076  0.000
32 H 0.238954 -3.858452 -2.971936  0.000
33 H -0.292386 -2.226252 -2.423386  -0.001
34 H 1.415974 -2.959772 -4.549306  0.001
35 H 0.631644 -1.377692 -4.475226  -0.007
36 H -2.155776 -3.952942 -5.603466  0.000
37 H -2.162546 -2.121252 -5.538426  0.000
38 C 4.660684 -1.423482 -3.337406  0.000
39 C 4.009334 -2.319462 -2.339196  -0.001
40 C 3.374694 -1.278032 -1.358036  -0.003
41 O 2.929424 -0.211442 -2.232226  0.000
42 C 3.773024 -0.234452 -3.460356  0.001
43 H 4.951114 -1.968602 -4.235516  0.000
44 H 5.627094 -1.095322 -2.954706  0.000
45 H 4.855724 -2.866302 -1.923636  0.000
46 H 3.300414 -3.040242 -2.746626  0.000
47 H 4.177084 -0.769562 -0.823496  0.000
48 H 2.608714 -1.758112 -0.749016  0.000
49 H 4.311034 0.708278 -3.559836  0.000
50 H 3.083734 -0.278162 -4.303606  -0.004
51 C -3.522856 -0.853032 2.541294  0.000
52 C -2.524266 -0.947442 3.665504  0.000
53 O -3.028046 -1.921882 4.548834  0.000
54 S -4.347996 -2.748392 3.911694  0.000
55 O -5.347046 -2.995182 4.940444  0.000
56 O -3.949636 -3.823222 3.011344  0.000
57 O -4.714386 -1.444922 3.030684  0.000
58 H -3.243406 -1.470442 1.687594  0.000
59 H -3.620066 0.177688 2.200324  0.000
60 H -2.410696 0.019538 4.155554  0.000
61 H -1.522076 -1.180432 3.305764  0.000
62 C -0.562646 -3.385222 0.967484  0.000
63 C 0.604904 -4.132352 0.267834  -0.002
64 O 0.352684 -5.505422 0.612484  0.000
65 S -0.876966 -5.699292 1.773124  0.000
66 O -0.393986 -5.472362 3.148044  0.000
67 O -1.607566 -6.975732 1.499104  0.000
68 O -1.605426 -4.380762 1.120044  0.000
69 H -0.957156 -2.620752 0.298124  0.000
70 H -0.315596 -2.847072 1.882614  0.000
71 H 1.559094 -3.795622 0.673074  0.000
72 H 0.592694 -3.926032 -0.802386  0.001
73 C -0.366606 2.543518 4.478884  0.000
74 C 0.692354 3.003708 3.536634  -0.001
75 O 0.279984 4.339938 3.124334  0.000
76 S -1.113166 4.842868 3.934044  0.000
77 O -2.272296 4.480988 3.088144  0.000
78 O -0.967456 6.215038 4.509294  0.000
79 O -0.913136 3.703318 5.082924  0.000
80 H 0.027724 1.839048 5.211214  0.000
81 H -1.061756 1.955378 3.879744  0.000
82 H 0.870414 2.398288 2.647894  0.002
83 H 1.674634 3.148038 3.986524  0.000
84 C -2.724976 0.684118 -2.219446  0.002
85 C -2.901646 1.537188 -0.882926  -0.003
86 O -4.089256 1.017098 -0.296326  0.000
87 S -4.841816 -0.196102 -1.173636  0.000
88 O -6.308236 0.026968 -1.174666  0.000
89 O -4.295636 -1.509472 -0.693436  0.000
90 O -4.022516 0.256478 -2.557906  0.000
91 H -2.024816 -0.128952 -2.027626  -0.003
92 H -2.354896 1.296378 -3.041806  -0.002
93 H -3.128956 2.562138 -1.176016  0.000
94 H -2.092336 1.455358 -0.157376  0.000
95 C 2.340064 -0.425682 4.093634  -0.001
96 C 3.336284 0.297588 3.195434  0.000
97 O 4.366184 0.699938 4.071534  0.000
98 S 4.030384 0.655838 5.695984  0.000
99 O 4.145344 2.006548 6.294234  0.000
100 O 4.751454 -0.422162 6.364554  0.000
101 O 2.507324 0.155828 5.373564  0.000
102 H 2.554724 -1.488172 4.208254  0.000
103 H 1.328354 -0.285072 3.713134  0.000
104 H 2.944464 1.176328 2.683194  0.000
105 H 3.663084 -0.383672 2.409814  0.000

Forces on atoms 1 to 3 (eV/Å):
Cu -1.33 -1.70 1.02
S 0.94 -2.20 2.07
O -1.08 0.30 0.74

As for the charge: -1. Its expectation value of S² is 2.013. The gap between HOMO and LUMO (alpha / beta) is 9.62 / 5.75 eV. The spin multiplicity is 3.

[4]
Computed, not measured: the molecule C6H6N2OS, with ωB97M-V with the def2-TZVPD basis set.

Last column: natural (NBO) charge in e.
Element x y z (Å)
1 C -0.470026 -1.485359 0.072707  0.020
2 C -1.174834 0.629277 -0.147394  0.405
3 C 0.978387 0.332198 -0.070675  -0.246
4 C 1.960301 -1.764647 0.047554  -0.014
5 C 3.078062 -1.064203 -0.073311  -0.413
6 C -1.750022 1.955685 -0.097214  -0.707
7 N -1.432336 -0.574302 0.007389  -0.411
8 N 0.800998 -0.978998 0.021585  -0.355
9 O 3.229701 1.542604 0.656219  -0.949
10 S 2.684895 0.701296 -0.414950  1.251
11 H -0.674137 -2.531245 0.158788  0.204
12 H 1.845208 -2.829020 0.185852  0.227
13 H 4.088097 -1.419666 -0.082777  0.243
14 H -1.137314 2.658614 -0.658306  0.254
15 H -2.746177 1.920605 -0.543492  0.251
16 H -1.838138 2.310503 0.932070  0.240

Forces on atoms 1 to 3 (eV/Å):
C 0.13 -0.37 0.15
C 3.71 -0.80 -0.24
C -2.99 0.53 -0.28

As for the charge: 0. As for the energy above the lowest of the compared OMol25 structures with the same formula, charge and spin: 111.7 kcal/mol. The gap between HOMO and LUMO (alpha / beta) is 7.29 / 7.29 eV.